Entry from the OMol25 dataset: 2 unconnected molecules or ions with the total composition C9H20Si (wB97M-V/def2-TZVPD).

Computed properties:
HOMO level	-8.0	eV
relative energy (zero: lowest compared OMol25 entry of this formula, charge and spin)	75.2	kcal per mole
orbital gap	8.8260	eV
SMILES	C=[Si](C)C(C)C.C=C(C)C

Last column: natural (NBO) charge in e.
CARTESIAN COORDINATES (ANGSTROEM)
C  -0.172250  2.057281  1.729357  -1.129
Si  -0.635264  1.822325  0.056163  1.512
C  0.533536  2.300307  -1.428498  -1.136
C  -2.015126  0.769794  -0.593630  -0.709
C  -2.456992  -0.119753  0.615020  -0.609
C  -1.573780  -0.128603  -1.787027  -0.616
H  0.703750  2.359262  2.054228  0.204
H  -0.841869  1.651345  2.453746  0.221
H  0.880062  1.473768  -2.073567  0.244
H  0.192731  3.090603  -2.041158  0.241
H  1.476009  2.848184  -1.089529  0.248
H  -2.910013  1.376596  -0.827162  0.245
H  -1.807073  -0.884838  0.962343  0.221
H  -2.830132  0.481925  1.421233  0.210
H  -3.405840  -0.654159  0.313046  0.200
H  -2.427075  -0.789248  -2.122130  0.215
H  -0.678424  -0.717832  -1.675249  0.223
H  -1.491441  0.512095  -2.716062  0.212
C  0.850219  -2.332831  -0.148941  -0.437
C  1.595837  -1.499615  0.566188  0.035
C  2.421867  -0.475630  -0.091608  -0.650
C  1.717914  -1.584690  2.034682  -0.645
H  0.803189  -2.295637  -1.285139  0.185
H  0.069269  -3.032443  0.232857  0.198
H  3.091821  -0.121168  0.689791  0.209
H  2.999188  -0.778822  -0.924249  0.223
H  1.690360  0.267518  -0.301938  0.229
H  1.149832  -2.387695  2.410677  0.214
H  1.437752  -0.687291  2.587978  0.227
H  2.745593  -1.795172  2.341969  0.214

Force components x, y, z for each atom (eV/Å):
C -4.481 -2.069 -3.589
Si 2.164 0.640 -0.091
C 1.764 0.308 1.588
C -0.245 -1.358 1.031
C -2.632 -0.028 -1.451
C -2.063 1.294 -1.883
H 4.107 1.828 1.400
H -0.381 -0.119 0.555
H -0.413 0.235 0.383
H -1.240 0.608 -0.978
H -0.886 -1.115 0.204
H 0.512 -0.247 -0.302
H 1.034 -0.303 0.168
H 0.278 0.438 0.709
H 0.884 0.243 0.036
H 0.806 0.290 0.831
H 0.213 -0.019 0.366
H 0.436 -0.495 0.969
C -1.568 -0.647 -1.518
C -0.132 -1.539 -0.465
C 0.254 0.336 1.643
C 0.444 0.386 0.668
H 0.395 0.148 1.511
H 1.032 0.504 0.159
H 0.246 0.530 -0.308
H 0.273 -0.369 -1.028
H 0.066 1.185 -0.595
H -0.906 -0.984 0.527
H -0.129 0.247 -0.292
H 0.168 0.071 -0.249

***

Entry from the OMol25 dataset: 3 unconnected molecules or ions with the total composition CH8NO3 (wB97M-V/def2-TZVPD).

Computed properties:
net charge	-1
HOMO level	-3.6	eV
relative energy (zero: lowest compared OMol25 entry of this formula, charge and spin)	15.3	kcal per mole
orbital gap	7.8363	eV

Last column: natural (NBO) charge in e.
CARTESIAN COORDINATES (ANGSTROEM)
N  -0.823169  1.932353  0.883594  -0.925
C  -1.187249  0.501389  0.440600  0.136
O  -0.145215  -0.372787  0.575106  -0.993
H  -0.134645  1.696892  1.565364  0.347
H  -0.448085  2.418964  0.067285  0.347
H  -2.164303  0.203510  0.890172  0.098
H  -1.477457  0.802015  -0.690358  0.055
H  0.664540  -2.087675  0.653523  0.524
H  0.983339  -3.062619  -0.476339  0.451
O  1.179212  -2.900494  0.499091  -0.992
H  0.679979  -0.070114  -0.996828  0.512
H  1.902567  0.460537  -1.620184  0.443
O  0.970492  0.478023  -1.791022  -1.002

Force components x, y, z for each atom (eV/Å):
N -1.481 -1.075 -0.221
C 0.346 1.318 -2.532
O -0.890 0.406 -0.313
H 1.034 0.536 0.364
H 0.404 -0.457 0.652
H 0.617 0.043 0.280
H 0.295 -1.184 1.520
H -0.314 0.594 0.147
H 0.432 0.318 2.007
O -0.282 -0.649 -2.138
H -0.691 0.660 0.022
H 0.912 0.248 -0.153
O -0.382 -0.760 0.365

***

- Number 1 is which compound?
  C9H20Si

***

- HOMO level of number 1 (C9H20Si)?
  -8.0 eV

***

- The lowest relative energy (zero: lowest compared OMol25 entry of this formula, charge and spin) belongs to which entry?
  CH8NO3

***

- Which value of HOMO level does entry 2 give?
  -3.6 eV